Entry 1:
78
Properties=species:S:1:pos:R:3:mulliken_charge:R:1 method="wB97M-V/def2-TZVPD" total_charge=+3 e_lumo_ev="-7.158 / -11.884" homo_lumo_gap_ev="7.820 / 3.230" relative_energy_ev=0.911 spin_multiplicity=6
Ir -0.2463 -0.0025 0.3656 2.291
C 4.8571 0.7202 -0.5243 -0.855
N 3.9078 1.7927 -0.2279 0.100
C 4.2519 3.0602 0.2056 -0.632
C 3.1142 3.7514 0.3585 -0.371
N 2.0637 2.8985 0.0179 0.521
C 2.5756 1.6929 -0.3333 0.165
S 1.8032 0.2663 -0.8928 -0.510
C 0.7129 3.3521 -0.0920 0.239
C 0.5092 4.6765 -0.4507 -0.878
C -0.7829 5.1624 -0.5040 -0.804
C -1.8232 4.3015 -0.1948 -0.866
C -1.5199 2.9968 0.1313 0.166
N -0.2714 2.5048 0.1813 0.380
H 5.8596 1.1358 -0.5181 0.335
H 4.6488 0.3002 -1.5043 0.364
H 4.7837 -0.0647 0.2257 0.312
H 5.2749 3.3533 0.3667 0.470
H 2.9578 4.7545 0.7120 0.549
H 1.3449 5.3109 -0.7086 0.580
H -0.9665 6.1913 -0.7827 0.472
H -2.8516 4.6330 -0.2190 0.445
H -2.3090 2.3002 0.3750 0.009
C -1.3865 -0.0169 3.3365 -0.132
C -1.1950 0.0871 4.8818 -0.839
N 0.2101 0.3122 5.1758 -0.109
C 0.6510 1.5659 4.5890 -0.992
C 0.4971 1.4841 3.0380 0.120
N -0.0690 0.1593 2.6735 -0.561
C 0.8535 -0.9084 3.1461 0.127
C 1.0259 -0.7866 4.6909 -0.871
H -2.0677 0.7482 2.9635 0.378
H -1.7815 -0.9918 3.0494 0.061
H -1.5232 -0.8269 5.3764 0.341
H -1.7769 0.9156 5.2829 0.319
H 1.6900 1.7423 4.8641 0.345
H 0.0497 2.3792 4.9920 0.304
H 1.4654 1.5898 2.5430 -0.081
H -0.1685 2.2598 2.6673 0.435
H 1.8074 -0.7986 2.6268 0.512
H 0.4266 -1.8674 2.8644 -0.300
H 2.0659 -0.5907 4.9492 0.248
H 0.7206 -1.7071 5.1884 0.404
C -5.3958 -0.5638 1.4706 -0.898
Si -5.2161 -0.1462 -0.3075 0.319
C -5.5675 -1.4312 -1.5593 -0.930
C -5.1921 1.6097 -0.8311 -1.001
Se -2.4841 -0.3579 -0.2254 -0.490
H -6.4571 -0.5983 1.7438 0.435
H -4.9105 0.1788 2.1036 0.289
H -4.9700 -1.5452 1.6800 0.277
H -6.6470 -1.4809 -1.7407 0.396
H -5.2417 -2.4159 -1.2249 0.323
H -5.0839 -1.1969 -2.5080 0.349
H -6.2022 1.9226 -1.1186 0.467
H -4.5484 1.7412 -1.7021 0.379
H -4.8549 2.2653 -0.0281 0.276
C -1.7353 -3.9811 1.7424 -0.845
N -0.8285 -4.4935 0.7354 0.332
C -0.8277 -5.9410 0.5106 -0.575
C 0.4679 -6.3873 -0.1280 -0.702
C 0.7271 -5.5107 -1.3309 -0.582
N 0.7302 -4.0974 -0.9405 0.334
C 1.5250 -3.1994 -1.7486 -0.575
C 0.0402 -3.5984 0.1439 0.113
O 0.1607 -2.4546 0.5588 -0.758
H -1.2477 -4.0084 2.7225 0.358
H -2.6163 -4.6194 1.7708 0.531
H -2.0070 -2.9549 1.5032 0.056
H -1.6875 -6.1901 -0.1245 0.363
H -0.9848 -6.4211 1.4768 0.462
H 0.3924 -7.4297 -0.4307 0.371
H 1.2908 -6.2992 0.5851 0.326
H -0.0426 -5.6548 -2.1002 0.323
H 1.6924 -5.7239 -1.7876 0.429
H 2.5865 -3.3858 -1.5568 0.420
H 1.2861 -2.1709 -1.5068 -0.176
H 1.3208 -3.4028 -2.8013 0.413

---

Entry 2:
78
Properties=species:S:1:pos:R:3:mulliken_charge:R:1 method="wB97M-V/def2-TZVPD" total_charge=0 e_lumo_ev=-0.630 homo_lumo_gap_ev=7.994
Mg 0.3000 -0.4429 3.0883 0.762
C -0.6268 -3.7576 1.8757 -0.394
C -0.9062 -3.0757 3.1942 -0.084
O 0.1680 -2.2865 3.6064 -0.791
H -1.4357 -4.4610 1.6138 0.216
H 0.3044 -4.3132 1.8122 0.413
H -0.7502 -3.0207 1.0708 -0.238
H -1.1496 -3.8129 3.9751 0.342
H -1.8304 -2.4788 3.0670 -0.135
C 0.4957 -0.8387 -1.0194 -0.554
C 1.2493 -0.2592 0.1664 0.633
O 0.3839 -0.0025 1.2190 -0.089
H 0.0308 -1.7916 -0.7376 -0.455
H 1.1017 -1.0281 -1.9051 0.454
H -0.3294 -0.1806 -1.3049 0.230
H 1.6886 0.6999 -0.1967 -0.254
H 2.1092 -0.8810 0.4579 -0.175
C -1.3056 3.1664 -2.4457 -0.626
C -1.2234 3.2726 -0.9348 0.707
C -1.1320 4.8053 -0.7105 -0.447
O -1.9572 5.3279 -1.7265 -0.434
C -2.1527 4.4025 -2.7714 -0.565
H -1.7585 2.2297 -2.7618 0.328
H -0.3162 3.2875 -2.8910 0.299
H -0.3990 2.6999 -0.5027 -0.280
H -2.1389 2.9387 -0.4377 -0.167
H -0.0820 5.1252 -0.7087 0.302
H -1.5369 5.0398 0.2745 0.316
H -1.9224 4.8103 -3.7597 0.311
H -3.2147 4.1230 -2.8334 0.271
O 3.2801 -2.8435 -3.1301 -0.608
C 3.8031 -2.1014 -2.3557 0.557
O 4.4396 -2.5496 -1.2518 -0.379
C 4.9388 -1.4673 -0.4590 -0.283
C 5.0171 -0.2775 -1.4066 -0.428
C 3.9463 -0.5848 -2.4563 -0.028
H 5.9321 -1.7224 -0.1015 0.338
H 4.2405 -1.3190 0.3617 0.116
H 5.9798 -0.2311 -1.9191 0.303
H 4.8666 0.6986 -0.9448 0.203
H 4.2045 -0.3279 -3.4784 0.417
H 2.9792 -0.1481 -2.2066 -0.150
O 1.9319 6.2199 2.8489 -0.564
C 2.3378 5.4252 2.0614 0.495
O 2.7444 5.7795 0.8168 -0.355
C 3.1619 4.6139 0.0848 -0.648
C 2.4808 3.4572 0.8162 0.686
C 2.6161 3.9348 2.2637 -0.539
H 4.2516 4.5669 0.0692 0.329
H 2.8063 4.6881 -0.9420 0.353
H 3.0262 2.5269 0.6487 0.065
H 1.4755 3.3925 0.4109 -0.423
H 3.6292 3.8513 2.6555 0.325
H 1.9065 3.4913 2.9554 0.248
O -3.8312 -6.0520 0.1407 -0.599
C -3.0122 -5.5905 -0.5990 0.520
O -3.2339 -4.4625 -1.2920 -0.398
C -2.1056 -4.0876 -2.1101 0.062
C -1.1438 -5.2738 -2.0887 -0.476
C -1.6142 -6.1210 -0.8876 -0.245
H -1.6627 -3.1766 -1.7164 -0.141
H -2.4888 -3.9542 -3.1189 0.360
H -0.1209 -4.9338 -1.9330 0.273
H -1.1735 -5.8208 -3.0281 0.277
H -0.9593 -5.8897 -0.0524 0.096
H -1.6699 -7.1846 -1.0878 0.357
O -1.4807 0.4324 3.3916 -0.689
C -2.5818 0.3234 2.8900 0.618
O -3.6572 0.7712 3.5079 -0.385
C -4.7867 0.8284 2.6036 -0.504
C -4.2755 0.3921 1.2189 -0.448
C -2.9157 -0.2429 1.5440 0.362
H -5.1064 1.8695 2.6189 0.305
H -5.6280 0.2437 2.9716 0.304
H -4.1643 1.2836 0.6066 0.097
H -4.9033 -0.3462 0.7337 0.387
H -2.1009 -0.0656 0.8460 -0.322
H -3.0436 -1.3136 1.7256 0.262

---

| no. | E (eV) |
| --- | --- |
| 1 | -124920.285 |
| 2 | -53537.951 |